1.
{
  "formula": "C34H34AgF3N5O4S",
  "method": "wB97M-V/def2-TZVPD",
  "symbols": ["Ag", "C", "C", "C", "C", "C", "C", "C", "N", "C", "N", "C", "C", "C", "C", "C", "C", "C", "N", "C", "C", "C", "C", "C", "C", "C", "H", "H", "H", "H", "H", "H", "H", "H", "H", "H", "H", "H", "H", "H", "H", "H", "H", "H", "H", "H", "H", "H", "F", "C", "F", "F", "S", "O", "O", "O", "C", "N", "N", "C", "O", "C", "C", "C", "C", "C", "C", "C", "C", "C", "H", "H", "H", "H", "H", "H", "H", "H", "H", "H", "H", "H"],
  "coordinates": [[0.385425, 0.768066, -2.217435], [-2.898039, 2.297639, 2.196846], [-3.884137, 1.156504, 2.385692], [-5.089357, 1.359237, 3.037635], [-6.030789, 0.319685, 3.193192], [-5.684767, -0.932416, 2.689267], [-4.475464, -1.134167, 2.083057], [-3.554608, -0.127508, 1.930084], [-2.261808, -0.440602, 1.381438], [-1.680256, 0.130170, 0.264220], [-2.596377, 0.676877, -0.573096], [-2.478196, 1.742082, -1.514186], [-1.336111, 2.010032, -2.273910], [-1.484006, 3.085136, -3.172892], [-2.680343, 3.790529, -3.353655], [-3.775306, 3.474439, -2.569089], [-3.697704, 2.482211, -1.618097], [-4.933244, 2.116740, -0.807566], [-0.396045, 0.106419, 0.025569], [0.393577, -0.523879, 1.011629], [1.025028, 0.269940, 1.964142], [1.777762, -0.310032, 2.968686], [1.934553, -1.681321, 3.026115], [1.332733, -2.454822, 2.044131], [0.545590, -1.913109, 1.043164], [-0.208369, -2.791202, 0.070106], [-3.290897, 3.170509, 2.712961], [-2.819466, 2.528520, 1.113853], [-1.918288, 2.037831, 2.587341], [-5.268090, 2.357029, 3.445663], [-6.950158, 0.486087, 3.735509], [-6.395156, -1.744591, 2.804834], [-4.202539, -2.138601, 1.727240], [-1.769668, -1.186482, 1.826108], [-3.530395, 0.349504, -0.398376], [-0.676350, 3.360499, -3.823783], [-2.757465, 4.552260, -4.125628], [-4.703726, 4.003781, -2.710879], [-5.821004, 2.671415, -1.151781], [-4.829775, 2.330404, 0.258478], [-5.178401, 1.052987, -0.897490], [0.915686, 1.359769, 1.918903], [2.188853, 0.325653, 3.757828], [2.527062, -2.172388, 3.787974], [1.453984, -3.523997, 2.024002], [-0.004142, -3.854208, 0.235715], [0.030168, -2.537854, -0.962729], [-1.294714, -2.704450, 0.138372], [-1.581442, -4.737922, -3.452728], [-1.834947, -3.827644, -4.408020], [-0.845251, -3.981796, -5.321421], [-3.026304, -4.116820, -4.940515], [-1.734857, -2.144231, -3.750269], [-1.884685, -1.385982, -4.954280], [-0.398348, -2.144461, -3.144761], [-2.838285, -2.128823, -2.803195], [5.005605, 0.973127, 1.953573], [4.733773, 1.170833, 0.555484], [4.013892, 0.131133, -0.100400], [3.133690, 0.668483, -1.009102], [2.518224, -0.019839, -1.810818], [3.194387, 2.098496, -0.826690], [4.107584, 2.356497, 0.115152], [4.445791, 3.690591, 0.693954], [4.567911, -1.157696, -0.257935], [3.756459, -2.230880, -0.614315], [4.355255, -3.443094, -0.873313], [5.739460, -3.624654, -0.751695], [6.503966, -2.554549, -0.354476], [5.946222, -1.309177, -0.159578], [5.793508, 0.231315, 2.076650], [4.158829, 0.628236, 2.559563], [5.400354, 1.906879, 2.352571], [2.586596, 2.758757, -1.421275], [3.997027, 4.433085, 0.042603], [5.532133, 3.820773, 0.707765], [4.026676, 3.826996, 1.676627], [2.678768, -2.122446, -0.684836], [3.700684, -4.244816, -1.174201], [6.164333, -4.593016, -0.952896], [7.564131, -2.711441, -0.241913], [6.563604, -0.416241, 0.055533]],
  "forces_ev_per_angstrom": [[-0.171, -0.059, -0.066], [-0.772, -0.256, -0.456], [0.953, 0.316, -0.081], [-0.661, -0.259, 0.131], [1.247, 0.402, -0.247], [-1.357, 0.423, 0.771], [0.610, -1.506, -0.520], [0.650, 0.325, -0.303], [-0.841, 0.342, 0.442], [0.679, 0.051, -0.759], [0.528, 0.054, 0.145], [-0.924, 0.338, 0.186], [-0.124, 0.260, -0.314], [-0.855, 0.152, 0.047], [0.666, -0.315, 0.096], [-0.019, 0.251, -0.137], [0.278, -0.651, 0.030], [-0.093, 0.227, -0.213], [-0.998, -0.537, 0.841], [-0.281, 0.764, -0.322], [0.197, 0.335, 0.070], [0.075, 0.431, 0.683], [0.139, -0.357, -0.265], [0.041, -0.133, -0.033], [-0.588, -0.202, -0.078], [0.251, -0.167, -0.041], [0.164, 0.168, 0.018], [0.194, -0.007, 0.645], [0.152, -0.008, -0.050], [-0.154, -0.294, -0.132], [-0.086, -0.018, -0.092], [0.163, -0.054, -0.090], [-0.190, 0.479, 0.082], [0.278, -0.260, 0.139], [0.027, 0.071, -0.077], [0.431, -0.014, -0.155], [0.032, -0.030, 0.119], [-0.255, 0.108, 0.012], [0.393, -0.128, -0.025], [0.074, -0.038, -0.049], [-0.105, 0.050, -0.036], [-0.085, -0.438, -0.060], [0.011, -0.178, -0.240], [0.000, 0.154, 0.087], [0.105, -0.320, 0.229], [0.234, 0.155, 0.022], [-0.040, -0.003, -0.122], [-0.013, 0.286, 0.059], [-0.243, -0.346, 0.166], [0.961, -0.141, 0.265], [-0.649, -0.286, -0.303], [0.231, -0.114, -0.305], [0.274, -0.398, 1.127], [-0.114, 0.784, -0.418], [-0.660, 0.329, -0.272], [0.282, 0.295, -0.105], [0.418, -0.268, 0.780], [-0.942, 0.279, -1.152], [0.372, 0.255, 0.685], [0.046, 0.073, 0.069], [-0.455, -0.011, -0.423], [-0.343, -0.286, -0.397], [0.225, -0.349, 0.632], [0.360, -0.388, -0.660], [0.445, 0.315, -0.149], [-0.174, 0.230, 0.262], [0.288, -0.280, -0.050], [-1.266, -0.031, 0.021], [0.676, -0.237, -0.152], [0.117, 0.837, 0.356], [0.032, -0.065, -0.072], [-0.105, 0.242, -0.359], [-0.109, 0.013, -0.001], [0.047, 0.221, 0.125], [0.074, 0.189, -0.022], [-0.150, 0.154, 0.161], [-0.036, -0.026, 0.494], [0.280, 0.060, -0.033], [0.076, -0.285, -0.066], [0.189, -0.116, 0.009], [0.260, 0.196, 0.019], [-0.371, -0.755, -0.124]],
  "lowdin_charge": [0.74, -0.02, -0.23, -0.05, -0.08, -0.10, -0.04, -0.20, 0.14, -0.38, 0.13, -0.24, -0.19, -0.17, -0.12, -0.10, -0.22, -0.04, 0.10, -0.27, -0.04, -0.14, -0.10, -0.06, -0.24, -0.02, 0.07, 0.08, 0.08, 0.11, 0.09, 0.10, 0.13, 0.13, 0.11, 0.06, 0.09, 0.09, 0.08, 0.05, 0.08, 0.12, 0.10, 0.09, 0.10, 0.08, 0.06, 0.08, 0.10, -0.68, 0.09, 0.12, 0.42, -0.31, -0.37, -0.34, -0.03, -0.06, 0.06, -0.44, -0.03, 0.06, -0.26, -0.02, -0.17, 0.00, -0.06, -0.09, -0.11, -0.03, 0.08, 0.08, 0.09, 0.11, 0.08, 0.09, 0.08, 0.11, 0.11, 0.10, 0.10, 0.12],
  "homo_ha": -0.1583,
  "lumo_energy_ev": 2.120,
  "spin_multiplicity": 1,
  "homo_lumo_gap_ev": 6.43,
  "total_charge": -1
}

2.
{
  "formula": "C11H25ClO4P",
  "method": "wB97M-V/def2-TZVPD",
  "symbols": ["C", "C", "O", "C", "C", "P", "C", "C", "C", "Cl", "H", "H", "H", "H", "H", "H", "H", "H", "H", "H", "H", "H", "H", "H", "H", "H", "H", "C", "C", "O", "C", "O", "O", "C", "H", "H", "H", "H", "H", "H", "H", "H"],
  "coordinates": [[6.159107, -2.259282, -0.977841], [6.621821, -0.654416, -1.053718], [5.954513, 0.074357, -2.165811], [4.912479, 1.002992, -1.614450], [3.663339, 0.043500, -1.147955], [1.926471, 0.720730, -1.563600], [0.717442, -0.798720, -1.406796], [-0.865444, -0.348587, -1.340708], [-1.822217, -1.685169, -1.548708], [-2.597375, -1.801333, -3.235357], [5.384309, -2.339743, -0.075806], [7.085311, -2.963992, -0.847767], [5.547345, -2.442865, -1.972360], [7.790226, -0.672788, -1.297556], [6.519465, -0.111563, -0.011253], [5.343144, 1.605516, -0.688154], [4.624998, 1.791746, -2.441517], [3.822115, -0.218354, -0.015775], [3.787532, -0.973895, -1.758812], [1.831264, 1.183366, -2.946483], [1.454743, 1.760332, -0.657789], [0.943017, -1.367829, -0.396296], [0.971085, -1.552392, -2.275052], [-1.011657, 0.465335, -2.191263], [-1.076115, 0.158605, -0.300872], [-1.113929, -2.618000, -1.371484], [-2.629562, -1.732697, -0.681962], [-5.216426, 2.817055, 3.915146], [-3.916604, 2.169759, 3.469431], [-4.116973, 0.790639, 3.138558], [-4.701117, 0.552483, 1.936761], [-5.057018, 1.396434, 1.130999], [-4.851168, -0.788250, 1.800426], [-5.554148, -1.170124, 0.620626], [-5.670736, 2.246100, 4.731521], [-5.042821, 3.842635, 4.251772], [-5.947437, 2.842148, 3.101385], [-3.198117, 2.196021, 4.296031], [-3.461459, 2.707886, 2.629955], [-5.098565, -0.733284, -0.273935], [-6.604756, -0.875089, 0.702811], [-5.506081, -2.259267, 0.533657]],
  "forces_ev_per_angstrom": [[-1.121, 1.540, 0.142], [1.889, -1.212, 0.132], [-1.167, 1.211, 2.735], [0.654, -0.190, -0.141], [1.178, -0.341, -0.335], [-0.320, -2.222, 0.606], [-0.476, -0.562, 0.769], [0.359, 0.343, -0.800], [1.002, -0.119, 1.645], [0.890, 0.208, 1.871], [1.810, -0.248, -1.871], [-2.036, 1.381, -0.283], [1.551, 0.009, 1.973], [-2.649, 0.297, 0.370], [-0.045, -0.985, -2.159], [-0.951, -1.310, -1.912], [0.608, -1.842, 1.471], [-0.883, 0.560, -2.105], [-0.530, 2.273, 1.205], [0.239, -0.196, 1.322], [0.516, -0.724, -0.906], [-0.054, 1.293, -2.006], [-0.570, 1.696, 1.515], [-0.145, -1.817, 1.773], [0.398, -1.074, -2.069], [-1.662, 1.794, -0.675], [1.475, 0.245, -2.224], [-0.304, -0.087, -0.142], [-0.080, 0.744, 0.272], [-0.207, -0.550, -1.111], [-0.334, 0.510, 0.115], [0.639, -1.177, 0.948], [0.384, 0.954, 0.176], [-0.311, -0.274, -0.452], [0.202, 0.114, -0.013], [0.027, -0.132, -0.013], [0.204, 0.062, 0.047], [-0.115, -0.354, -0.193], [-0.212, -0.194, -0.004], [-0.177, 0.094, 0.185], [0.217, 0.065, -0.153], [0.106, 0.212, 0.294]],
  "lowdin_charge": [-0.10, -0.24, -0.23, -0.22, -0.32, 1.04, -0.36, -0.29, -0.55, 0.48, 0.08, 0.09, 0.08, 0.14, 0.13, 0.14, 0.13, 0.12, 0.12, 0.06, 0.05, 0.12, 0.12, 0.11, 0.12, 0.09, 0.09, -0.07, -0.22, 0.02, -0.56, 0.11, -0.01, -0.05, 0.09, 0.08, 0.08, 0.12, 0.12, 0.09, 0.10, 0.10],
  "homo_ha": -0.4727,
  "lumo_energy_ev": -3.429,
  "spin_multiplicity": 1,
  "homo_lumo_gap_ev": 9.43,
  "total_charge": 1
}

3.
{
  "formula": "C11H16N2O",
  "method": "wB97M-V/def2-TZVPD",
  "symbols": ["C", "O", "C", "C", "C", "N", "C", "C", "C", "C", "C", "C", "N", "C", "H", "H", "H", "H", "H", "H", "H", "H", "H", "H", "H", "H", "H", "H", "H", "H"],
  "coordinates": [[-0.177965, -2.425881, -0.766589], [-0.896041, -1.234658, -1.379831], [0.159653, -0.227641, -1.603193], [0.649052, 0.166164, -2.855471], [1.558860, 1.298755, -2.789206], [1.884925, 2.026121, -1.733668], [1.290474, 1.690035, -0.568156], [0.274718, 0.597137, -0.368076], [-0.249640, 0.578838, 1.057772], [-1.903880, 1.098898, 1.316274], [-2.340393, -0.260306, 1.921213], [-1.157524, -0.863601, 2.595106], [0.022948, -0.702370, 1.736729], [1.468858, -0.735235, 1.947234], [-1.137166, -3.177629, -0.313606], [0.382257, -2.573005, -1.797920], [0.586230, -2.101468, 0.153638], [-0.093373, 0.070228, -3.810457], [2.246260, 1.822363, -3.474866], [1.651051, 2.304471, 0.246204], [0.406978, 1.544792, 1.337703], [-2.653961, 1.361371, 0.490861], [-1.814390, 2.092958, 2.054476], [-2.483897, -0.998456, 1.057850], [-3.433397, -0.440794, 2.544872], [-1.383202, -2.008601, 2.917629], [-0.851964, -0.508316, 3.809142], [1.417317, -0.285823, 3.034693], [1.898127, -0.275349, 1.175817], [1.643056, -1.718708, 2.269729]],
  "forces_ev_per_angstrom": [[-0.501, 0.585, -0.305], [2.348, 0.980, 0.415], [-3.601, 0.801, 3.276], [-1.469, 1.887, -0.682], [0.654, 0.448, -0.572], [-1.093, -1.469, 2.172], [-1.732, -2.097, -0.635], [4.055, 2.009, -3.316], [-0.728, 2.707, -1.559], [1.183, 0.333, 1.196], [-2.880, -1.207, 0.162], [2.480, -3.069, 5.729], [-3.130, 2.515, -2.557], [-4.999, -1.016, 7.813], [3.327, 2.048, -1.787], [-0.630, -1.760, 2.655], [-2.373, -0.975, -2.679], [2.562, -0.655, 2.170], [-1.260, -1.474, -1.740], [-0.404, 0.018, 0.391], [-1.608, -2.243, 1.093], [1.869, -0.276, 0.634], [-0.390, -2.983, -1.696], [-0.001, 1.298, 0.679], [3.306, 1.055, -1.437], [0.614, 2.301, -1.300], [-1.011, -0.047, -3.066], [1.674, 0.449, -1.791], [2.390, 1.507, -2.573], [1.349, -1.671, -0.691]],
  "lowdin_charge": [-0.07, -0.22, -0.21, 0.00, -0.16, 0.02, -0.08, -0.07, -0.25, -0.08, -0.27, -0.27, -0.23, -0.04, 0.16, 0.11, 0.10, 0.17, 0.11, 0.10, 0.13, 0.11, 0.14, 0.11, 0.18, 0.14, 0.16, 0.13, 0.03, 0.07],
  "homo_ha": -0.3047,
  "lumo_energy_ev": 0.592,
  "smiles": "COc1ccncc1[C@H]1CCCN1C",
  "spin_multiplicity": 1,
  "homo_lumo_gap_ev": 8.88
}